Record 1
DFT (ωB97M-V/def2-TZVPD) results for a structure of composition C18H30AlBrF3Mg2N2O22P2S2V at a distorted geometry.

Last column: Löwdin charge in e.
Element x y z (Å)
1 C -1.862 0.137 -4.578  -0.10
2 C -1.667 0.410 -2.996  -0.18
3 C -0.678 1.657 -2.711  -0.18
4 C 0.275 1.375 -1.460  -0.19
5 C 1.829 1.641 -1.737  -0.18
6 C 2.558 0.413 -2.529  -0.13
7 C 2.367 0.761 -4.114  -0.22
8 C 3.344 -0.063 -5.090  -0.16
9 C 4.532 0.899 -5.667  -0.16
10 N 4.117 1.492 -6.980  -0.11
11 C 5.200 1.271 -7.976  -0.40
12 O 6.386 1.617 -7.846  0.19
13 O 4.849 0.577 -9.188  0.07
14 F 3.559 0.954 -9.476  -0.03
15 P 3.902 3.238 -6.909  0.64
16 O 5.154 3.942 -6.395  -0.25
17 O 2.550 3.727 -5.975  -0.21
18 O 3.560 3.772 -8.511  -0.13
19 H -2.980 0.106 -4.865  0.14
20 H -1.358 -0.867 -4.856  0.11
21 H -1.356 0.980 -5.213  -0.04
22 H -2.694 0.589 -2.508  0.14
23 H -1.288 -0.581 -2.533  0.12
24 H -0.113 1.957 -3.675  0.05
25 H -1.323 2.576 -2.430  0.13
26 H -0.059 2.039 -0.574  0.09
27 H 0.164 0.288 -1.075  0.09
28 H 2.335 1.838 -0.715  0.13
29 H 1.951 2.638 -2.314  0.12
30 H 2.127 -0.609 -2.248  0.12
31 H 3.683 0.451 -2.273  0.14
32 H 1.272 0.514 -4.395  0.02
33 H 2.638 1.868 -4.218  0.09
34 H 3.739 -1.046 -4.666  0.14
35 H 2.714 -0.343 -6.023  0.07
36 H 4.755 1.657 -4.843  0.14
37 H 5.455 0.210 -5.741  0.16
38 H 2.935 4.189 -5.182  0.11
39 H 2.586 3.974 -8.521  0.09
40 Mg 0.081 1.017 -5.929  1.26
41 O -2.140 3.451 0.081  -0.20
42 P -1.576 3.574 1.499  -0.06
43 O -0.119 3.100 1.513  -0.23
44 O -2.409 2.705 2.467  -0.44
45 O -1.641 5.038 1.941  -0.12
46 Mg -1.731 1.343 3.727  1.34
47 C -1.859 -1.702 8.390  -0.16
48 C -2.109 -1.168 6.984  -0.72
49 O -1.745 0.016 6.782  -0.04
50 O -2.647 -1.975 6.199  -0.01
51 H -1.386 -0.945 9.026  0.06
52 H -2.813 -1.994 8.846  0.01
53 H -1.201 -2.576 8.343  0.04
54 N -6.678 -1.177 11.568  -0.27
55 S -7.427 -1.218 10.181  0.51
56 O -8.224 -2.389 9.898  -0.27
57 O -6.764 -0.606 9.051  -0.29
58 F -8.569 -0.145 10.475  -0.18
59 S -5.508 -2.219 11.631  0.50
60 O -5.008 -2.450 12.966  -0.28
61 O -4.478 -2.150 10.606  -0.44
62 F -6.212 -3.607 11.320  -0.17
63 O -1.219 5.967 -1.344  -0.51
64 V -2.797 6.691 -1.411  1.26
65 O -4.347 7.461 -1.516  -0.48
66 Al -1.903 -2.729 10.596  1.05
67 O 3.365 -1.626 -7.767  -0.05
68 H 2.813 -2.076 -8.420  0.06
69 H 3.904 -1.022 -8.295  0.01
70 C 0.109 -5.212 3.146  0.12
71 C 1.163 -5.129 2.320  -0.21
72 C 1.722 -3.814 1.899  -0.32
73 O 2.690 -3.774 1.166  0.16
74 C 1.063 -2.596 2.396  -0.01
75 C -0.003 -2.680 3.227  -0.33
76 C -0.539 -4.001 3.665  -0.31
77 O -1.484 -4.041 4.424  0.18
78 O -0.618 -1.566 3.689  0.03
79 O 1.764 -6.246 1.836  0.14
80 H -0.301 -6.163 3.458  0.16
81 H 1.467 -1.646 2.071  0.14
82 H -1.354 -1.888 4.270  0.11
83 H 2.494 -5.926 1.270  0.13
84 Br -1.025 -2.135 0.784  0.46

The total charge is +2. The spin multiplicity is 1. The value obtained for the largest force on an atom is 5.6 eV Å⁻¹. For the HOMO-LUMO gap, the calculation gives 1.20 eV. For the HOMO energy, the calculation gives -0.4275 hartree.

Record 2
DFT (ωB97M-V/def2-TZVPD) results for a structure of composition C9H8Cl2NNdO5 at a distorted geometry.

Last column: Mulliken spin population.
Element x y z (Å)
1 Nd 0.739 -0.347 0.709  3.03
2 Cl -4.133 -0.780 -5.140  0.00
3 C -2.938 -0.391 -3.938  0.00
4 C -2.274 0.848 -4.015  0.00
5 C -1.335 1.182 -3.087  0.00
6 Cl -0.517 2.696 -3.167  0.00
7 C -0.982 0.319 -1.994  0.00
8 O -0.094 0.697 -1.154  0.00
9 C -1.668 -0.941 -1.947  0.00
10 C -1.481 -1.969 -0.967  0.00
11 O -0.737 -2.008 0.028  0.00
12 C -2.639 -1.255 -2.938  0.00
13 H -2.508 1.539 -4.813  0.00
14 H -2.121 -2.847 -1.141  0.00
15 H -3.148 -2.210 -2.883  0.00
16 O 1.147 -1.524 2.314  -0.03
17 N 1.677 0.310 4.155  0.00
18 C 3.016 0.421 3.477  0.00
19 C 2.998 1.543 2.386  0.00
20 O 3.764 2.468 2.575  0.00
21 O 2.190 1.343 1.412  0.00
22 H 1.641 -0.486 4.787  0.00
23 H 0.972 0.094 3.424  0.00
24 H 1.481 1.175 4.654  0.00
25 H 3.202 -0.549 3.025  0.00
26 H 3.748 0.671 4.238  0.00

The spin multiplicity is 4. The expectation value of S² is 3.75. The value obtained for the largest force on an atom is 3.3 eV Å⁻¹. For the HOMO-LUMO gap (spin up / spin down), the calculation gives 7.58 / 7.66 eV. For the HOMO energy (spin up / spin down), the calculation gives -0.3048 / -0.3078 hartree.

Record 3
DFT (ωB97M-V/def2-TZVPD) results for a structure of composition C40H42IrN4O4SSb.

Last column: Mulliken spin population.
Element x y z (Å)
1 Ir -0.131 0.135 -0.018  0.56
2 C 7.910 1.700 0.428  0.00
3 O 6.581 1.222 0.587  0.00
4 C 6.407 0.074 1.293  0.00
5 C 7.417 -0.648 1.908  0.00
6 C 7.114 -1.827 2.583  0.00
7 C 5.814 -2.293 2.627  0.00
8 C 4.799 -1.577 2.001  0.00
9 C 5.082 -0.383 1.358  0.00
10 N 4.113 0.393 0.688  0.00
11 C 2.761 0.336 0.888  -0.01
12 N 2.386 0.269 2.167  0.03
13 C 1.114 0.244 2.771  0.06
14 C -0.066 0.158 2.010  -0.04
15 C -1.272 0.224 2.727  0.01
16 C -1.325 0.303 4.102  0.00
17 C -0.153 0.339 4.830  0.02
18 C 1.072 0.328 4.184  -0.02
19 O 2.105 0.420 5.077  0.00
20 C 3.495 0.448 4.818  0.00
21 N 1.922 0.401 -0.123  0.05
22 C 2.500 0.240 -1.422  0.02
23 C 2.530 1.296 -2.312  0.00
24 C 3.054 1.136 -3.590  0.00
25 C 3.551 -0.099 -3.965  0.00
26 C 3.552 -1.167 -3.073  0.00
27 C 3.041 -1.005 -1.792  -0.01
28 O 3.038 -1.963 -0.839  0.00
29 C 3.704 -3.186 -1.123  0.00
30 H 7.837 2.589 -0.190  0.00
31 H 8.536 0.957 -0.071  0.00
32 H 8.349 1.963 1.393  0.00
33 H 8.439 -0.302 1.868  0.00
34 H 7.909 -2.381 3.063  0.00
35 H 5.580 -3.220 3.134  0.00
36 H 3.785 -1.959 2.001  0.00
37 H 4.419 0.812 -0.177  0.00
38 H 3.166 0.348 2.794  -0.01
39 H -2.217 0.194 2.207  0.00
40 H -2.281 0.335 4.608  0.00
41 H -0.149 0.404 5.908  0.00
42 H 3.965 0.517 5.795  0.00
43 H 3.795 1.333 4.246  0.00
44 H 3.852 -0.469 4.339  0.00
45 H 2.149 2.257 -1.986  0.00
46 H 3.076 1.972 -4.276  0.00
47 H 3.958 -0.243 -4.958  0.00
48 H 3.955 -2.121 -3.381  0.00
49 H 3.668 -3.765 -0.205  0.00
50 H 4.746 -3.007 -1.400  0.00
51 H 3.192 -3.734 -1.916  0.00
52 O -0.434 0.580 -2.180  0.04
53 N -0.439 1.863 -2.538  0.01
54 C -0.255 2.123 -3.850  -0.01
55 C -0.280 3.407 -4.321  0.01
56 C -0.496 4.449 -3.418  0.00
57 C -0.680 4.161 -2.086  0.01
58 C -0.650 2.839 -1.629  -0.02
59 S -0.906 2.416 0.026  0.19
60 H -0.085 1.246 -4.454  0.00
61 H -0.127 3.587 -5.374  0.00
62 H -0.517 5.475 -3.759  0.00
63 H -0.849 4.941 -1.359  0.00
64 C -4.149 0.830 0.277  0.00
65 Sb -2.640 -0.546 -0.312  0.01
66 C -3.215 -0.871 -2.318  0.00
67 C -3.398 -2.320 0.567  0.00
68 H -5.114 0.346 0.133  0.00
69 H -4.092 1.728 -0.335  0.00
70 H -4.037 1.113 1.322  0.00
71 H -4.240 -1.238 -2.316  0.00
72 H -2.554 -1.608 -2.770  0.00
73 H -3.152 0.058 -2.880  0.00
74 H -4.420 -2.443 0.210  0.00
75 H -3.396 -2.237 1.653  0.00
76 H -2.795 -3.178 0.278  0.00
77 C -0.056 -5.365 1.946  -0.01
78 C -0.385 -4.105 2.480  0.01
79 C -0.352 -2.984 1.696  0.00
80 C 0.009 -3.031 0.326  -0.09
81 C 0.074 -1.876 -0.538  0.20
82 C 0.374 -2.096 -1.869  -0.05
83 C 0.667 -3.373 -2.390  -0.02
84 C 0.646 -4.462 -1.575  0.04
85 C 0.318 -4.316 -0.207  -0.01
86 C 0.284 -5.460 0.629  0.01
87 H -0.084 -6.247 2.572  0.00
88 H -0.670 -4.019 3.521  0.00
89 H -0.623 -2.041 2.135  0.00
90 H 0.427 -1.263 -2.551  0.01
91 H 0.911 -3.472 -3.440  0.00
92 H 0.864 -5.453 -1.957  0.00
93 H 0.528 -6.420 0.191  0.00

The total charge is +1. The spin multiplicity is 2. The expectation value of S² is 0.76. The value obtained for the largest force on an atom is 0.7 eV Å⁻¹. For the HOMO-LUMO gap (spin up / spin down), the calculation gives 7.81 / 5.61 eV. For the HOMO energy (spin up / spin down), the calculation gives -0.3666 / -0.3672 hartree. The value obtained for the relative energy (zero: lowest compared OMol25 entry of this formula, charge and spin) is 0.192 eV.

Record 4
DFT (ωB97M-V/def2-TZVPD) results for the molecule C18H18N8O4 at a distorted geometry.

Last column: Löwdin charge in e.
Element x y z (Å)
1 N -2.202 -6.319 3.413  0.14
2 C -1.808 -5.315 2.981  -0.23
3 C -1.251 -4.124 2.502  -0.20
4 C 0.113 -3.771 2.484  0.07
5 C 0.488 -2.437 2.376  -0.13
6 N 1.875 -2.123 2.329  -0.33
7 O 2.721 -3.054 2.443  0.00
8 O 2.221 -0.914 2.136  -0.01
9 C -0.428 -1.244 2.159  -0.10
10 C -1.805 -1.744 2.078  -0.09
11 N -2.918 -0.943 2.255  -0.17
12 O -3.089 0.282 2.307  0.03
13 O -3.917 -1.825 2.728  0.02
14 N -3.521 -3.171 2.585  0.16
15 C -2.204 -3.084 2.233  -0.19
16 H 0.897 -4.514 2.581  0.13
17 H -0.295 -0.426 3.043  0.21
18 C -0.721 -1.653 -3.182  -0.05
19 N -0.157 -0.356 -2.822  -0.14
20 C -0.244 0.615 -3.882  -0.14
21 C 0.613 1.852 -3.623  -0.14
22 N 0.709 2.191 -2.245  -0.07
23 C 1.111 3.542 -2.031  -0.13
24 C 1.658 3.804 -0.628  -0.14
25 N 1.053 2.971 0.375  -0.13
26 C 1.343 3.433 1.728  -0.04
27 C 0.619 1.694 0.100  -0.10
28 C 0.299 0.776 1.097  0.00
29 N -0.098 -0.484 0.865  0.00
30 C -0.197 -0.878 -0.427  0.06
31 C 0.060 -0.003 -1.510  -0.11
32 C 0.492 1.314 -1.251  -0.07
33 H -0.189 -2.452 -2.651  0.09
34 H -1.796 -1.742 -2.931  0.10
35 H -0.603 -1.815 -4.271  0.10
36 H 0.066 0.146 -4.837  0.13
37 H -1.289 0.972 -4.027  0.14
38 H 1.639 1.732 -4.039  0.14
39 H 0.156 2.715 -4.139  0.13
40 H 1.909 3.772 -2.762  0.13
41 H 0.257 4.215 -2.268  0.14
42 H 2.762 3.645 -0.682  0.14
43 H 1.499 4.870 -0.362  0.13
44 H 0.520 3.175 2.406  0.09
45 H 2.275 3.003 2.145  0.11
46 H 1.450 4.537 1.708  0.09
47 H 0.407 1.043 2.141  0.12
48 H -0.484 -1.908 -0.628  0.13

The spin multiplicity is 1. The value obtained for the largest force on an atom is 2.9 eV Å⁻¹. For the HOMO-LUMO gap, the calculation gives 7.11 eV. For the HOMO energy, the calculation gives -0.2695 hartree. The value obtained for the relative energy (zero: lowest compared OMol25 entry of this formula, charge and spin) is 0.374 eV.